(1)
The following is a DFT calculation (wB97M-V/def2-TZVPD) of a molecular structure, C4H5IO in a non-equilibrium geometry.

Positions of all 11 atoms, in Å:
I1 -3.150 -0.257 0.339
O1 -1.718 1.848 -1.253
C1 0.978 -0.678 -0.577
C2 0.748 -0.480 0.953
C3 -1.616 0.943 -0.536
C4 0.298 0.520 -0.046
H1 0.118 -1.210 1.315
H2 0.294 -1.446 -0.848
H3 1.958 -0.829 -1.020
H4 0.685 1.576 -0.127
H5 1.405 0.014 1.799

Energy, hartree: -528.234210
Strongest force on any atom, eV/Å: 4.635
Lowest unoccupied orbital energy, eV: 0.05
ΔE to the lowest compared entry with this formula, charge and spin, kJ/mol: 234.4
Gap between HOMO and LUMO, eV: 8.89

Mulliken population analysis, charges in e, atoms 1 to 5: -0.007 -0.370 -0.480 -0.497 0.172



(2)
The following is a DFT calculation (wB97M-V/def2-TZVPD) of C4H7N3O in the gas phase in a non-equilibrium geometry.

Positions of all 15 atoms, in Å:
O1 1.560 -1.073 0.165
N1 0.247 -1.466 0.017
N2 -2.624 0.600 -0.005
N3 -1.794 -0.525 0.081
C1 -0.572 -0.333 -0.388
C2 0.324 0.853 -0.555
C3 1.355 1.379 0.675
C4 1.657 0.307 -0.371
H1 -0.218 -1.927 0.822
H2 1.104 0.769 1.682
H3 2.749 0.483 -0.720
H4 -3.434 0.209 0.676
H5 0.531 1.584 -1.593
H6 -2.165 1.511 0.346
H7 1.565 2.460 0.642

Energy, hartree: -395.871168
Strongest force on any atom, eV/Å: 5.196
Lowest unoccupied orbital energy, eV: 0.71
ΔE to the lowest compared entry with this formula, charge and spin, kJ/mol: 727.9
Gap between HOMO and LUMO, eV: 8.33
SMILES: N/N=C1/NO[C@@H]2C[C@H]12

Mulliken population analysis, charges in e, atoms 1 to 5: -0.331 -0.246 -0.543 -0.402 0.437



(3)
The following is a DFT calculation (wB97M-V/def2-TZVPD) of a molecular structure, C14H12IN2O2PtSbSe4.

Positions of all 37 atoms, in Å:
Pt1 -1.748 0.970 -0.751
I1 -2.761 -2.493 -1.543
Sb1 -1.669 3.349 -3.478
Se1 -3.332 2.775 -0.691
Se2 -1.790 0.914 -3.188
Se3 -2.208 3.805 -5.767
Se4 -5.332 1.964 -1.322
O1 -1.730 1.119 1.293
O2 3.648 -0.255 1.419
N1 0.338 1.431 4.194
N2 -0.343 -0.560 -0.581
C1 1.389 0.682 3.832
C2 1.305 -1.164 -2.272
C3 0.025 -1.289 -1.706
C4 -0.649 1.554 3.300
C5 1.676 -1.872 -3.398
C6 -0.655 0.948 2.028
C7 -1.839 2.383 3.688
C8 0.779 -2.737 -4.010
C9 0.474 0.157 1.647
C10 1.517 0.043 2.621
C11 -0.490 -2.886 -3.472
C12 0.568 -0.528 0.426
C13 -0.855 -2.183 -2.335
C14 2.724 -0.807 2.381
H1 3.587 -0.769 0.611
H2 -2.035 3.157 2.944
H3 2.185 0.585 4.568
H4 1.977 -0.440 -1.825
H5 -1.204 -3.555 -3.935
H6 3.276 -0.919 3.318
H7 2.664 -1.724 -3.821
H8 -1.657 2.836 4.662
H9 -2.745 1.773 3.731
H10 1.055 -3.283 -4.904
H11 1.429 -1.171 0.278
H12 2.425 -1.810 2.056

Energy, hartree: -11063.808375
<S²>: 2.038
Strongest force on any atom, eV/Å: 0.184
Charge: -2
2S+1: 3
Lowest unoccupied orbital energy (alpha / beta), eV: 4.10 / 3.62
ΔE to the lowest compared entry with this formula, charge and spin, kJ/mol: 18.6
Gap between HOMO and LUMO (alpha / beta), eV: 4.28 / 5.59

Mulliken population analysis, charges in e, atoms 1 to 5: 0.615 0.127 0.313 -0.271 -0.267



(4)
The following is a DFT calculation (wB97M-V/def2-TZVPD) of a molecular structure, C41H39N7O2S3V.

Positions of all 93 atoms, in Å:
V1 0.180 -1.058 0.246
S1 0.505 -3.333 -0.120
S2 -0.700 2.116 0.972
S3 1.805 -5.116 1.792
O1 -0.134 0.728 1.256
O2 1.095 -0.016 -1.051
N1 2.040 -1.278 1.106
N2 -0.832 -1.686 2.073
N3 -2.686 1.567 -1.483
N4 2.326 -2.510 1.713
N5 -4.507 4.438 -7.637
N6 -1.874 -1.530 -0.323
N7 -2.732 5.594 -6.559
C1 -3.883 -2.666 0.264
C2 3.008 -0.420 1.131
C3 -1.126 4.064 -3.775
C4 7.018 -6.141 1.527
C5 2.870 3.114 -1.241
C6 -4.154 3.329 -6.993
C7 -2.142 -2.628 4.314
C8 -4.312 -2.591 -1.053
C9 4.303 -0.752 1.807
C10 2.053 2.051 -1.556
C11 -0.868 -2.098 4.417
C12 3.668 3.074 -0.098
C13 -2.359 2.069 1.682
C14 -1.829 2.254 -2.234
C15 -3.769 5.512 -7.385
C16 4.505 -5.390 2.477
C17 3.675 1.935 0.674
C18 5.187 -6.452 3.053
C19 -2.291 -1.457 -1.585
C20 -3.496 3.787 -2.951
C21 6.440 -6.826 2.582
C22 6.337 -5.081 0.939
C23 -2.650 -2.131 0.598
C24 -2.763 -2.658 3.073
C25 1.986 0.914 -0.733
C26 2.860 0.828 0.379
C27 -2.170 3.363 -3.003
C28 -2.404 4.481 -5.899
C29 -4.404 3.077 -2.184
C30 -2.075 -2.179 1.972
C31 3.156 -4.978 3.003
C32 5.090 -4.709 1.410
C33 1.646 -3.478 1.205
C34 -1.239 4.581 -4.995
C35 -0.251 -1.629 3.268
C36 -3.098 3.293 -6.101
C37 -3.505 -1.980 -1.996
C38 -2.186 2.265 3.182
C39 -0.033 3.088 2.360
C40 -3.955 1.973 -1.474
C41 -1.189 3.414 3.309
H1 0.492 3.957 1.969
H2 -2.816 2.381 -5.594
H3 -5.266 -3.015 -1.337
H4 -1.667 4.347 3.006
H5 -4.038 6.421 -7.912
H6 -0.350 -2.048 5.363
H7 -3.807 4.667 -3.499
H8 -0.802 1.899 -2.221
H9 6.962 -7.656 3.041
H10 4.298 3.913 0.161
H11 3.160 -3.937 3.325
H12 2.859 -5.604 3.843
H13 4.739 -6.994 3.878
H14 -0.825 3.548 4.327
H15 4.779 -1.569 1.264
H16 -0.177 4.185 -3.262
H17 -3.800 -1.908 -3.032
H18 -3.764 -3.048 2.969
H19 -3.136 2.488 3.665
H20 -2.920 2.884 1.219
H21 -0.413 5.154 -5.400
H22 7.991 -6.434 1.157
H23 -4.492 -3.150 1.012
H24 -4.643 1.394 -0.865
H25 -4.737 2.439 -7.204
H26 -5.441 3.377 -2.127
H27 0.741 -1.200 3.301
H28 4.129 -1.118 2.818
H29 -1.784 1.353 3.630
H30 1.437 2.063 -2.446
H31 4.550 -3.894 0.945
H32 4.321 1.896 1.540
H33 4.987 0.087 1.822
H34 2.892 3.983 -1.888
H35 6.782 -4.549 0.108
H36 0.691 2.405 2.804
H37 -2.654 -3.009 5.188
H38 -1.623 -0.968 -2.282
H39 -2.791 1.121 1.361

Energy, hartree: -4258.025171
<S²>: 2.018
Strongest force on any atom, eV/Å: 0.600
Charge: +1
2S+1: 3
Lowest unoccupied orbital energy (alpha / beta), eV: -3.10 / -3.10
ΔE to the lowest compared entry with this formula, charge and spin, kJ/mol: 14.3
Gap between HOMO and LUMO (alpha / beta), eV: 7.18 / 7.25

Mulliken population analysis, charges in e, atoms 1 to 5: 0.769 -0.720 0.667 -0.119 -0.303



(5)
The following is a DFT calculation (wB97M-V/def2-TZVPD) of a molecular structure, C29H29CoN2O4S in a non-equilibrium geometry.

Positions of all 66 atoms, in Å:
Co1 0.505 0.183 0.304
S1 0.941 -2.823 1.018
O1 -0.463 -3.142 0.999
O2 1.815 -3.212 -0.053
O3 0.050 -1.918 -1.901
O4 1.840 0.219 3.130
N1 1.149 -1.171 1.388
N2 -1.777 -0.974 -3.116
C1 1.711 -3.287 2.537
C2 2.714 -4.699 4.192
C3 -3.122 1.673 -2.657
C4 1.209 0.962 -2.327
C5 -4.356 0.647 -0.843
C6 3.386 0.849 0.756
C7 3.037 -3.563 4.964
C8 -1.158 0.040 2.245
C9 2.696 -2.290 4.516
C10 2.046 -4.568 2.965
C11 -0.593 2.199 1.591
C12 1.858 2.316 -0.131
C13 -1.423 0.134 0.843
C14 2.818 2.153 0.891
C15 -3.638 2.932 -2.278
C16 2.074 0.050 -3.200
C17 1.842 1.119 -0.958
C18 0.890 2.284 -3.023
C19 -4.875 1.890 -0.469
C20 2.784 0.189 -0.344
C21 -2.982 -0.887 -2.260
C22 1.686 -0.907 2.647
C23 -4.516 3.040 -1.191
C24 -1.104 1.507 0.437
C25 -0.557 -0.986 -2.464
C26 2.036 -2.175 3.291
C27 -3.467 0.518 -1.927
C28 -0.151 0.366 -1.948
C29 -0.683 1.310 2.688
H1 -1.474 1.980 -0.474
H2 3.555 -3.668 5.921
H3 -1.992 -0.547 0.218
H4 2.917 -1.370 5.061
H5 -2.864 -1.400 -1.283
H6 -1.408 -0.866 2.808
H7 -0.218 -0.087 -0.877
H8 0.154 2.890 -2.474
H9 -3.802 -1.463 -2.727
H10 1.801 -5.430 2.356
H11 1.301 3.222 -0.363
H12 -2.462 1.618 -3.532
H13 1.794 2.880 -3.166
H14 -3.385 3.837 -2.843
H15 4.234 0.463 1.324
H16 3.104 2.900 1.646
H17 -4.941 4.004 -0.893
H18 3.082 0.482 -3.247
H19 -4.617 -0.275 -0.306
H20 0.466 2.048 -4.006
H21 2.988 -0.803 -0.742
H22 3.008 -5.681 4.558
H23 -5.576 1.922 0.373
H24 -0.430 1.543 3.720
H25 -0.368 3.270 1.623
H26 1.662 0.014 -4.214
H27 2.112 -0.975 -2.799
H28 -0.954 1.090 -2.063
H29 -1.909 -1.575 -3.912

Energy, hartree: -3313.665458
<S²>: 6.054
Strongest force on any atom, eV/Å: 5.172
2S+1: 5
Lowest unoccupied orbital energy (alpha / beta), eV: 0.46 / -2.14
ΔE to the lowest compared entry with this formula, charge and spin, kJ/mol: 311.2
Gap between HOMO and LUMO (alpha / beta), eV: 7.80 / 5.88

Mulliken population analysis, charges in e, atoms 1 to 5: -0.537 0.867 -0.689 -0.635 -0.507



(6)
The following is a DFT calculation (wB97M-V/def2-TZVPD) of a gas-phase ion, C5H5N4O2 (charge -1) in a non-equilibrium geometry.

Positions of all 16 atoms, in Å:
O1 -1.356 -0.025 0.520
O2 2.879 1.016 4.378
N1 3.761 1.852 1.481
N2 2.855 1.401 0.930
N3 1.219 0.114 3.026
N4 2.244 0.598 0.316
C1 -0.062 0.021 1.045
C2 0.935 0.272 0.045
C3 0.622 0.004 -1.386
C4 2.044 0.761 3.605
C5 0.013 0.065 2.429
H1 -1.686 -0.802 0.992
H2 -0.341 -0.476 -1.416
H3 0.514 0.885 -2.048
H4 -0.820 -0.327 3.015
H5 1.464 -0.639 -1.816

Energy, hartree: -562.925936
Strongest force on any atom, eV/Å: 2.792
Charge: -1
Lowest unoccupied orbital energy, eV: 3.73
ΔE to the lowest compared entry with this formula, charge and spin, kJ/mol: 442.5
Gap between HOMO and LUMO, eV: 5.31
SMILES: CC(=N/N=[N-])/C(O)=C\N=C=O

Mulliken population analysis, charges in e, atoms 1 to 5: -0.553 -0.535 -0.750 0.484 -0.300



(7)
The following is a DFT calculation (wB97M-V/def2-TZVPD) of a molecular structure, C3H6ORb in a non-equilibrium geometry.

Positions of all 11 atoms, in Å:
Rb1 -0.675 -4.121 0.574
O1 -0.663 -1.264 -0.022
C1 -0.172 -0.147 -0.077
C2 -0.947 1.008 0.490
C3 1.179 0.087 -0.659
H1 -0.833 1.955 -0.037
H2 1.325 -0.304 -1.662
H3 -0.515 1.203 1.481
H4 1.950 -0.362 -0.029
H5 -2.001 0.778 0.599
H6 1.352 1.165 -0.659

Energy, hartree: -217.045157
Strongest force on any atom, eV/Å: 1.084
Charge: +1
Lowest unoccupied orbital energy, eV: -3.81
ΔE to the lowest compared entry with this formula, charge and spin, kJ/mol: 0.0
Gap between HOMO and LUMO, eV: 9.73

Mulliken population analysis, charges in e, atoms 1 to 5: 1.004 -0.540 0.676 -1.045 -0.952



> The highest ΔE to the lowest compared entry with this formula, charge and spin belongs to which entry?

C4H7N3O



Copy entry 7 word for word.
The following is a DFT calculation (wB97M-V/def2-TZVPD) of a molecular structure, C3H6ORb in a non-equilibrium geometry.

Positions of all 11 atoms, in Å:
Rb1 -0.675 -4.121 0.574
O1 -0.663 -1.264 -0.022
C1 -0.172 -0.147 -0.077
C2 -0.947 1.008 0.490
C3 1.179 0.087 -0.659
H1 -0.833 1.955 -0.037
H2 1.325 -0.304 -1.662
H3 -0.515 1.203 1.481
H4 1.950 -0.362 -0.029
H5 -2.001 0.778 0.599
H6 1.352 1.165 -0.659

Energy, hartree: -217.045157
Strongest force on any atom, eV/Å: 1.084
Charge: +1
Lowest unoccupied orbital energy, eV: -3.81
ΔE to the lowest compared entry with this formula, charge and spin, kJ/mol: 0.0
Gap between HOMO and LUMO, eV: 9.73

Mulliken population analysis, charges in e, atoms 1 to 5: 1.004 -0.540 0.676 -1.045 -0.952



> Among the records above, which one has the lowest energy?

C14H12IN2O2PtSbSe4